Record 1
133
Properties=species:S:1:pos:R:3 method="wB97M-V/def2-TZVPD" lumo_ev=-4.1 orbital_gap_ev=6.536 homo_energy_ev=-10.67 charge=+1
C -1.414 3.236 4.419
C -1.860 2.142 4.172
C -1.925 0.767 3.634
C -2.125 0.569 2.231
P -2.359 2.059 1.134
N -1.136 2.160 0.135
C -2.136 -0.748 1.727
C -2.305 -0.918 0.226
C -3.682 -1.554 -0.224
C -3.368 -2.487 -1.451
C -2.689 -1.714 -2.629
C -1.145 -1.920 -2.737
O -0.552 -0.652 -2.975
C 0.695 -0.469 -2.298
N -1.971 -1.803 2.577
N -1.981 -3.121 2.117
C -0.589 -3.597 1.834
C -0.411 -4.304 0.458
C 1.118 -4.220 0.064
C 1.307 -4.508 -1.477
C -1.800 -1.637 3.927
C -1.664 -2.844 4.852
C -0.192 -3.144 5.368
C 0.928 -2.286 4.724
O 2.171 -2.619 5.369
C 3.112 -3.134 4.506
C 2.841 -4.292 3.532
O 4.223 -2.675 4.541
C -1.752 -0.344 4.512
P -1.467 -0.266 6.356
O -1.030 1.247 6.842
Br -3.493 -0.606 7.290
H -0.977 4.220 4.566
H -2.451 3.268 1.858
H -3.624 1.902 0.490
H -0.714 3.077 0.294
H -1.507 -1.611 -0.125
H -2.144 0.017 -0.344
H -4.389 -0.796 -0.611
H -4.149 -2.160 0.580
H -4.356 -2.843 -1.819
H -2.814 -3.400 -1.145
H -3.126 -2.087 -3.578
H -2.958 -0.642 -2.537
H -0.701 -2.483 -1.892
H -0.948 -2.534 -3.650
H 1.450 -0.101 -3.021
H 0.557 0.332 -1.539
H 1.116 -1.389 -1.848
H -2.593 -3.240 1.315
H -0.276 -4.243 2.679
H 0.058 -2.691 1.820
H -0.943 -3.708 -0.304
H -0.756 -5.353 0.486
H 1.452 -3.182 0.278
H 1.671 -4.972 0.653
H 1.843 -5.464 -1.631
H 0.328 -4.522 -1.996
H 1.893 -3.705 -1.971
H -2.064 -3.776 4.409
H -2.286 -2.672 5.756
H 0.019 -4.217 5.185
H -0.159 -2.943 6.458
H 0.716 -1.212 4.912
H 1.021 -2.396 3.629
H 2.468 -3.852 2.580
H 2.144 -5.065 3.903
H 3.792 -4.786 3.259
H -1.851 1.785 6.855
C -2.511 2.279 10.138
O -2.910 2.513 9.002
N -3.300 2.456 11.238
N -1.259 1.825 10.400
H -2.989 2.269 12.172
H -4.234 2.790 11.088
H -0.638 1.676 9.619
H -0.930 1.632 11.327
C 2.579 -0.901 -5.937
O 2.113 -1.322 -4.886
N 3.869 -1.133 -6.314
N 1.853 -0.165 -6.820
H 4.261 -0.792 -7.171
H 4.442 -1.673 -5.691
H 0.898 0.030 -6.581
H 2.225 0.190 -7.686
C 1.185 3.115 -8.284
O 2.064 2.362 -8.680
N 0.314 3.735 -9.118
N 0.999 3.402 -6.961
H -0.408 4.353 -8.798
H 0.409 3.557 -10.111
H 1.619 2.968 -6.299
H 0.280 4.017 -6.629
C -5.547 3.440 3.030
O -5.515 3.630 1.826
N -4.858 2.419 3.623
N -6.263 4.220 3.885
H -4.866 2.242 4.611
H -4.320 1.825 3.022
H -6.783 4.982 3.487
H -6.293 4.069 4.875
C 0.705 7.831 -8.435
O -0.346 7.686 -9.033
N 1.422 8.992 -8.472
N 1.259 6.841 -7.675
H 2.288 9.121 -7.984
H 1.050 9.746 -9.021
H 0.762 5.974 -7.622
H 2.122 6.944 -7.177
C 0.953 2.750 -13.031
O 0.819 3.341 -11.972
N 1.398 1.464 -13.102
N 0.670 3.325 -14.233
H 1.513 0.968 -13.964
H 1.619 1.005 -12.236
H 0.339 4.273 -14.225
H 0.776 2.850 -15.109
C 6.232 -3.704 0.061
O 6.233 -3.485 -1.135
N 6.907 -4.751 0.622
N 5.555 -2.919 0.954
H 6.912 -4.939 1.606
H 7.418 -5.354 0.003
H 5.046 -2.136 0.587
H 5.548 -3.091 1.943
C 2.013 0.449 8.387
O 1.103 0.800 9.124
N 1.825 0.170 7.065
N 3.294 0.305 8.822
H 2.567 -0.120 6.454
H 0.891 0.262 6.699
H 3.478 0.500 9.789
H 4.048 0.017 8.227

***

Record 2
119
Properties=species:S:1:pos:R:3 method="wB97M-V/def2-TZVPD" lumo_ev=-1.9 e_above_lowest_kj_mol=117.52 orbital_gap_ev=8.517 homo_energy_ev=-10.42 charge=+1
C 1.842 -1.434 -0.893
C 0.499 -2.100 -1.132
F 0.696 -3.261 -1.849
C -0.464 -1.162 -1.844
C -1.540 -1.863 -2.661
N -2.893 -1.776 -2.002
C -2.704 -1.742 -0.650
N -2.914 -2.765 0.110
N -2.260 -0.595 -0.173
C -1.041 -0.115 -0.895
H 2.574 -2.220 -0.774
H 2.105 -0.876 -1.782
H 1.820 -0.795 -0.025
H 0.129 -2.388 -0.146
H 0.135 -0.597 -2.545
H -1.325 -2.905 -2.863
H -1.604 -1.367 -3.617
H -3.435 -2.611 -2.200
H -2.534 -2.727 1.066
H -3.398 -3.577 -0.258
H -1.999 -0.729 0.802
H -1.214 0.801 -1.436
H -0.277 0.080 -0.159
C -1.698 -2.420 5.038
C -1.960 -3.189 3.774
O -1.887 -2.647 2.661
N -2.275 -4.486 3.885
C -2.408 -5.277 5.105
H -1.457 -1.393 4.783
H -2.583 -2.427 5.675
H -0.856 -2.853 5.578
H -2.430 -4.944 3.000
H -1.692 -6.101 5.070
H -3.412 -5.679 5.162
H -2.223 -4.679 5.985
C 4.710 1.603 -0.704
C 5.441 1.077 0.507
O 5.169 1.442 1.642
N 6.432 0.166 0.299
C 6.895 -0.383 -0.961
H 3.959 2.313 -0.386
H 5.399 2.108 -1.378
H 4.216 0.786 -1.231
H 6.879 -0.143 1.148
H 6.775 -1.469 -0.955
H 7.953 -0.153 -1.095
H 6.337 0.028 -1.795
C 3.345 5.540 -2.344
C 3.351 4.247 -3.115
O 3.243 3.154 -2.569
N 3.486 4.341 -4.459
C 3.626 5.548 -5.260
H 3.234 5.322 -1.284
H 4.281 6.077 -2.494
H 2.517 6.171 -2.662
H 3.488 3.449 -4.930
H 2.808 5.602 -5.980
H 4.569 5.514 -5.808
H 3.609 6.438 -4.639
C -6.102 -4.510 8.793
C -5.475 -5.448 7.793
O -4.608 -5.075 7.008
N -5.900 -6.734 7.788
C -6.907 -7.352 8.636
H -5.659 -3.526 8.674
H -7.176 -4.433 8.624
H -5.917 -4.855 9.810
H -5.440 -7.308 7.100
H -6.456 -8.171 9.198
H -7.708 -7.754 8.016
H -7.326 -6.636 9.333
C -6.038 -6.810 -1.416
C -5.248 -5.914 -0.502
O -4.653 -4.923 -0.928
N -5.211 -6.228 0.810
C -5.846 -7.348 1.486
H -5.971 -6.425 -2.429
H -5.635 -7.823 -1.399
H -7.087 -6.829 -1.119
H -4.671 -5.583 1.366
H -6.531 -6.971 2.246
H -5.084 -7.957 1.973
H -6.398 -7.966 0.787
C 2.683 11.050 -3.153
C 2.296 9.608 -2.960
O 3.092 8.687 -3.097
N 1.007 9.350 -2.612
C -0.071 10.299 -2.399
H 3.734 11.104 -3.418
H 2.094 11.504 -3.952
H 2.534 11.596 -2.223
H 0.809 8.369 -2.496
H -0.447 10.202 -1.379
H -0.887 10.088 -3.092
H 0.269 11.316 -2.553
C 1.179 -4.285 -4.518
C 1.751 -5.016 -5.710
O 2.633 -4.534 -6.398
N 1.244 -6.247 -5.996
C 0.203 -6.976 -5.297
H 1.680 -3.328 -4.418
H 0.111 -4.108 -4.659
H 1.338 -4.858 -3.606
H 1.670 -6.678 -6.802
H 0.599 -7.927 -4.937
H -0.623 -7.181 -5.981
H -0.172 -6.408 -4.452
C 4.420 10.550 1.930
C 4.155 10.045 0.532
O 4.320 10.740 -0.457
N 3.718 8.765 0.391
C 3.461 7.781 1.426
H 4.760 11.579 1.869
H 3.509 10.517 2.529
H 5.195 9.954 2.412
H 3.568 8.498 -0.573
H 4.096 6.908 1.268
H 2.418 7.464 1.380
H 3.662 8.187 2.412

***

Record 3
116
Properties=species:S:1:pos:R:3 method="wB97M-V/def2-TZVPD" lumo_ev=2.3 orbital_gap_ev=6.384 homo_energy_ev=-4.10 charge=-1
C -2.050 0.231 0.666
C -0.723 0.358 -0.085
C -0.880 0.185 -1.592
O -1.578 -0.971 -1.985
C -0.970 -2.210 -1.510
B 0.571 -2.542 -1.915
O 0.626 -3.577 -3.000
C 1.728 -4.403 -2.738
C 2.287 -3.933 -1.372
O 1.252 -3.222 -0.773
H -2.884 0.498 0.010
H -2.089 0.885 1.540
H -2.227 -0.790 1.004
H 0.004 -0.364 0.291
H -0.294 1.352 0.080
H 0.108 0.203 -2.061
H -1.465 1.028 -1.983
H -1.080 -2.243 -0.416
H -1.614 -2.997 -1.906
H 1.230 -1.532 -2.258
H 2.495 -4.325 -3.527
H 1.409 -5.456 -2.719
H 3.176 -3.300 -1.540
H 2.606 -4.778 -0.746
C 9.182 -7.063 -0.045
O 8.219 -6.370 0.706
C 8.093 -5.023 0.294
C 6.920 -4.360 0.984
O 5.674 -4.710 0.418
C 5.058 -5.890 0.905
C 4.248 -5.658 2.160
O 5.096 -5.549 3.291
C 4.388 -5.139 4.434
H 10.174 -6.601 0.049
H 9.230 -8.081 0.337
H 8.918 -7.089 -1.109
H 7.942 -4.974 -0.793
H 9.015 -4.471 0.533
H 7.020 -3.282 0.840
H 6.948 -4.576 2.055
H 5.791 -6.686 1.061
H 4.361 -6.196 0.124
H 3.547 -6.494 2.296
H 3.658 -4.742 2.036
H 3.931 -4.154 4.290
H 5.094 -5.091 5.262
H 3.590 -5.849 4.688
C -7.472 -4.722 2.759
O -7.107 -4.257 1.486
C -8.178 -3.624 0.820
C -7.697 -2.971 -0.460
O -7.024 -1.747 -0.235
C -5.612 -1.859 -0.048
C -4.830 -1.874 -1.339
O -4.943 -3.139 -1.968
C -4.421 -3.107 -3.280
H -8.289 -5.453 2.702
H -6.599 -5.201 3.197
H -7.795 -3.899 3.409
H -8.626 -2.857 1.469
H -8.961 -4.360 0.578
H -8.581 -2.732 -1.057
H -7.070 -3.667 -1.022
H -5.373 -2.746 0.543
H -5.316 -0.973 0.517
H -3.781 -1.629 -1.139
H -5.222 -1.095 -2.010
H -5.025 -2.450 -3.921
H -4.455 -4.123 -3.671
H -3.389 -2.747 -3.296
C -3.072 4.884 6.723
O -2.347 4.921 5.520
C -1.407 3.869 5.435
C -0.770 3.830 4.063
O -1.601 3.243 3.078
C -2.550 4.093 2.456
C -1.968 4.960 1.360
O -1.306 6.080 1.913
C -0.651 6.846 0.928
H -2.409 4.970 7.594
H -3.761 5.727 6.720
H -3.642 3.953 6.819
H -1.899 2.907 5.630
H -0.621 4.006 6.194
H 0.109 3.185 4.127
H -0.451 4.833 3.769
H -3.063 4.721 3.189
H -3.275 3.420 1.995
H -2.786 5.297 0.705
H -1.275 4.365 0.749
H 0.141 6.281 0.425
H -0.221 7.714 1.424
H -1.354 7.188 0.158
C 2.213 8.283 -5.745
O 2.209 7.226 -4.820
C 2.423 7.673 -3.498
C 2.258 6.536 -2.513
O 0.903 6.218 -2.245
C 0.274 5.331 -3.164
C 0.620 3.877 -2.928
O 1.905 3.587 -3.435
C 2.389 2.349 -2.949
H 3.170 8.821 -5.736
H 2.055 7.857 -6.733
H 1.414 9.005 -5.531
H 1.711 8.473 -3.250
H 3.439 8.087 -3.401
H 2.678 6.868 -1.560
H 2.810 5.659 -2.856
H 0.508 5.608 -4.195
H -0.797 5.456 -2.998
H -0.132 3.238 -3.411
H 0.583 3.669 -1.849
H 2.520 2.383 -1.862
H 3.350 2.164 -3.424
H 1.710 1.523 -3.182

***

Record 4
125
Properties=species:S:1:pos:R:3 method="wB97M-V/def2-TZVPD" smiles="C#CC[C@]1(P(C)CC)OS(=O)(=O)O[C@]1(B(N)O)P(C)C.COC[C@@H](C)N.COC[C@@H](C)N.COC[C@@H](C)N.COC[C@@H](C)N.COC[C@@H](C)N" lumo_ev=0.3 orbital_gap_ev=8.234 homo_energy_ev=-7.92 charge=0
C 0.631 1.988 7.067
C 0.549 1.780 5.883
C 0.810 1.633 4.421
C 1.043 0.179 3.925
P 2.315 -0.936 4.787
C 3.626 -1.277 3.504
C 3.236 -0.053 6.147
C 2.787 -0.693 7.510
O 1.674 0.406 2.600
S 0.588 0.414 1.399
O 1.017 -0.229 0.209
O -0.033 1.692 1.301
O -0.418 -0.654 2.104
C -0.184 -0.714 3.549
B 0.164 -2.303 3.740
N 0.850 -2.946 2.607
O -0.220 -3.013 4.887
P -1.885 -0.327 4.254
C -2.972 -1.787 3.785
C -1.892 -0.352 6.120
H 0.799 2.132 8.119
H -0.092 2.014 3.898
H 1.632 2.280 4.073
H 4.077 -0.294 3.249
H 4.440 -1.899 3.906
H 3.211 -1.670 2.566
H 3.116 1.039 6.152
H 4.299 -0.337 6.028
H 3.582 -0.651 8.272
H 2.609 -1.766 7.310
H 1.855 -0.256 7.895
H 1.383 -3.761 2.899
H 0.213 -3.172 1.849
H 0.582 -3.437 5.227
H -4.009 -1.437 3.714
H -2.933 -2.478 4.650
H -2.608 -2.322 2.898
H -1.027 -0.850 6.583
H -1.890 0.703 6.440
H -2.862 -0.770 6.437
C 0.946 -1.038 -5.552
O 1.321 -1.047 -4.187
C 0.422 -0.375 -3.317
C -0.815 -1.193 -2.912
C -1.872 -1.293 -4.008
N -0.452 -2.545 -2.475
H 0.451 -0.104 -5.835
H 0.306 -1.893 -5.779
H 1.855 -1.143 -6.146
H 0.995 -0.168 -2.410
H 0.140 0.600 -3.736
H -1.276 -0.676 -2.065
H -1.606 -2.014 -4.781
H -2.823 -1.622 -3.584
H -2.040 -0.325 -4.485
H 0.173 -2.472 -1.676
H 0.132 -2.953 -3.203
C -3.694 -3.988 0.852
O -4.645 -3.787 1.883
C -5.822 -3.110 1.476
C -6.865 -3.997 0.774
C -6.504 -4.344 -0.667
N -7.110 -5.239 1.514
H -3.675 -3.157 0.143
H -3.885 -4.927 0.329
H -2.710 -4.069 1.319
H -6.272 -2.730 2.399
H -5.569 -2.232 0.868
H -7.800 -3.430 0.745
H -5.745 -5.123 -0.731
H -7.383 -4.715 -1.196
H -6.139 -3.466 -1.206
H -7.452 -5.007 2.443
H -6.206 -5.672 1.690
C -4.833 4.313 3.174
O -3.672 3.667 2.688
C -3.236 4.103 1.412
C -2.422 5.407 1.420
C -3.270 6.660 1.614
N -1.370 5.380 2.441
H -5.535 4.554 2.369
H -4.570 5.216 3.729
H -5.324 3.632 3.871
H -2.585 3.305 1.040
H -4.084 4.162 0.716
H -1.941 5.491 0.441
H -3.575 6.802 2.651
H -2.701 7.547 1.329
H -4.169 6.629 0.994
H -0.744 4.602 2.245
H -1.808 5.124 3.323
C 5.742 4.243 1.259
O 5.153 3.146 1.934
C 4.065 2.540 1.254
C 4.476 1.555 0.145
C 4.963 2.238 -1.129
N 5.506 0.619 0.609
H 5.001 4.828 0.706
H 6.532 3.902 0.586
H 6.203 4.886 2.009
H 3.521 1.980 2.019
H 3.371 3.304 0.877
H 3.585 0.976 -0.120
H 5.981 2.618 -1.037
H 4.965 1.528 -1.958
H 4.310 3.069 -1.407
H 5.139 0.089 1.395
H 6.257 1.171 1.017
C 4.505 -1.202 -10.886
O 3.373 -2.048 -10.992
C 2.558 -2.101 -9.834
C 1.581 -0.923 -9.680
C 2.246 0.370 -9.216
N 0.847 -0.659 -10.922
H 4.926 -1.209 -9.876
H 4.255 -0.182 -11.184
H 5.261 -1.572 -11.579
H 1.968 -3.016 -9.937
H 3.176 -2.228 -8.935
H 0.855 -1.207 -8.911
H 2.783 0.876 -10.018
H 1.493 1.071 -8.852
H 2.946 0.182 -8.399
H 0.318 -1.491 -11.175
H 1.533 -0.572 -11.669